Record 1
DFT (ωB97M-V/def2-TZVPD) results for a single C23H30N4O4 molecule.

ORCA input file:
```
! wB97M-V def2-TZVPD RIJCOSX def2/J DEFGRID3
* xyz 0 1
C 8.7202 1.9982 1.1183
C 8.4356 1.7940 -0.3673
O 7.9408 0.5031 -0.6553
C 6.6464 0.1904 -0.3664
C 5.6794 1.0755 0.0984
C 4.3896 0.6322 0.3292
C 4.0346 -0.6932 0.1075
N 2.7147 -1.0741 0.3658
C 2.1032 -2.2647 0.1641
O 2.6199 -3.2770 -0.2545
C 0.6280 -2.2081 0.5737
N 0.0788 -0.8787 0.3854
C -1.1513 -0.6550 1.1257
C -1.5785 0.7993 0.9578
N -1.8061 1.0686 -0.4509
C -2.4388 2.3524 -0.6730
C -3.9305 2.3001 -0.3212
O -4.5584 3.2886 -0.0108
N -4.4174 1.0438 -0.4342
C -5.6916 0.5508 -0.1603
C -6.7859 1.3603 0.1001
C -8.0241 0.7939 0.3563
C -8.1728 -0.5786 0.3507
C -7.0851 -1.4022 0.0942
C -5.8421 -0.8503 -0.1597
O -4.6968 -1.5675 -0.4155
C -4.7838 -2.9703 -0.4497
C -0.5745 0.8654 -1.1875
C -0.1416 -0.5880 -1.0228
C 5.0018 -1.5817 -0.3577
C 6.2854 -1.1401 -0.5897
H 9.1465 2.9849 1.2783
H 9.4264 1.2473 1.4632
H 7.8094 1.9062 1.7049
H 9.3687 1.8581 -0.9343
H 7.7523 2.5656 -0.7439
H 5.9079 2.1135 0.2821
H 3.6474 1.3309 0.6901
H 2.0900 -0.3405 0.6859
H 0.5809 -2.4630 1.6371
H 0.0837 -2.9868 0.0171
H -0.9686 -0.8640 2.1823
H -1.9647 -1.3097 0.7711
H -2.5033 0.9772 1.5101
H -0.7948 1.4593 1.3688
H -2.3707 2.6033 -1.7359
H -1.9766 3.1748 -0.1054
H -3.7227 0.3370 -0.6609
H -6.6528 2.4292 0.1034
H -8.8707 1.4316 0.5579
H -9.1358 -1.0246 0.5472
H -7.2229 -2.4719 0.0988
H -3.7803 -3.3238 -0.6840
H -5.4750 -3.3122 -1.2261
H -5.0927 -3.3780 0.5181
H -0.7535 1.0730 -2.2446
H 0.2317 1.5300 -0.8310
H 0.7868 -0.7637 -1.5706
H -0.9240 -1.2425 -1.4433
H 4.7366 -2.6103 -0.5344
H 7.0415 -1.8178 -0.9527
*
```

E ... -1414.44061 Eh
E_HOMO ... -7.89 eV
Relative energy (zero: lowest compared OMol25 entry of this formula, charge and spin) ... 1.081 eV
Structure (SMILES) ... CCOc1ccc(NC(=O)CN2CCN(CC(=O)Nc3ccccc3OC)CC2)cc1
Frontier orbital gap ... 8.5 eV
LUMO ... 0.6 eV


Record 2
DFT (ωB97M-V/def2-TZVPD) results for 4 unconnected molecules or ions with the total composition C23H30N5O5.

ORCA input file:
```
! wB97M-V def2-TZVPD RIJCOSX def2/J DEFGRID3
* xyz 1 1
N -0.6363 3.4586 -0.1585
C -1.5377 2.6839 -1.0145
C -2.1182 3.5701 -2.1166
O -2.5072 4.8481 -1.6756
C -3.2542 2.8725 -2.9106
C -4.3604 2.3507 -2.0615
C -5.3232 3.1535 -1.4816
C -6.2828 2.5824 -0.6469
C -7.2707 3.5045 0.0321
O -6.8948 4.5368 0.4862
O -8.5199 3.0028 0.1732
C -6.2908 1.2055 -0.4118
C -5.3296 0.4195 -1.0020
C -5.2104 -1.0638 -0.8283
C -5.5841 -1.8615 -2.0766
O -4.9526 -2.7921 -2.4508
O -6.7829 -1.4931 -2.6380
N -4.4154 1.0235 -1.7991
H -0.1476 2.8239 0.4656
H -1.1760 4.0425 0.4710
H -0.9564 1.8985 -1.5053
H -2.3253 2.1769 -0.4337
H -1.3303 3.7415 -2.8528
H -3.0547 4.7947 -0.8839
H -2.8317 2.0783 -3.5310
H -3.6736 3.6233 -3.5830
H -5.3204 4.2223 -1.6562
H -9.0446 3.0854 -0.6352
H -7.0360 0.7514 0.2281
H -5.8546 -1.3750 -0.0050
H -4.1836 -1.3130 -0.5503
H -6.6916 -0.7321 -3.2241
H -3.6937 0.4469 -2.2217
N 0.9744 -0.0137 -0.8978
C 0.7308 -1.2242 -0.2994
C 1.2915 -2.1957 -1.0831
C 1.8971 -1.5484 -2.1945
C 1.6923 -0.2029 -2.0503
H 0.6929 0.8750 -0.5330
H 0.1908 -1.2895 0.6304
H 1.2750 -3.2534 -0.8817
H 2.4277 -2.0197 -3.0043
H 1.9941 0.6295 -2.6627
N 4.6702 -2.5202 2.2884
C 3.4074 -2.6806 1.7850
C 2.9774 -3.9331 2.1319
C 4.0222 -4.5530 2.8707
C 5.0539 -3.6584 2.9494
H 5.2295 -1.6966 2.1696
H 2.9273 -1.8985 1.2252
H 2.0216 -4.3629 1.8817
H 4.0182 -5.5446 3.2902
H 6.0232 -3.7431 3.4095
N 8.0133 -1.6864 3.4573
C 8.5213 -1.2283 2.2702
C 9.8665 -1.4768 2.2686
C 10.1830 -2.1078 3.5027
C 9.0203 -2.2228 4.2144
H 7.0539 -1.6294 3.7418
H 7.8879 -0.7691 1.5302
H 10.5497 -1.2346 1.4723
H 11.1543 -2.4392 3.8285
H 8.8237 -2.6392 5.1872
*
```

E ... -1544.13389 Eh
E_HOMO ... -9.50 eV
Relative energy (zero: lowest compared OMol25 entry of this formula, charge and spin) ... 0.000 eV
Frontier orbital gap ... 4.3 eV
LUMO ... -5.2 eV


Record 3
DFT (ωB97M-V/def2-TZVPD) results for a molecular structure, C23H30N5O8PSV.

ORCA input file:
```
! wB97M-V def2-TZVPD RIJCOSX def2/J DEFGRID3
* xyz -1 3
V -0.6733 -0.0539 -0.5473
O -4.5903 0.6490 -1.2969
C -3.5463 0.1277 -0.9825
O -2.3700 0.7088 -1.0554
C -3.5080 -1.3018 -0.4191
P -2.0252 -2.0594 -1.1632
C -2.5978 -2.3377 -2.8613
C -2.4856 -1.2975 -3.7788
C -3.0814 -1.4141 -5.0261
C -3.7748 -2.5652 -5.3667
C -3.8896 -3.6040 -4.4529
C -3.3150 -3.4847 -3.1970
C -1.6538 -3.6587 -0.4105
C -1.8808 -3.8546 0.9511
C -1.4610 -5.0324 1.5519
C -0.8058 -6.0065 0.8125
C -0.5511 -5.7987 -0.5360
C -0.9677 -4.6258 -1.1475
H -4.4296 -1.8358 -0.6467
H -3.3632 -1.2239 0.6630
H -1.9250 -0.4113 -3.5173
H -2.9986 -0.5992 -5.7333
H -4.2340 -2.6521 -6.3437
H -4.4312 -4.5044 -4.7141
H -3.4274 -4.2853 -2.4767
H -2.3303 -3.0731 1.5531
H -1.6326 -5.1742 2.6108
H -0.4745 -6.9198 1.2910
H -0.0214 -6.5465 -1.1128
H -0.7505 -4.4537 -2.1949
N 1.2333 -1.0425 -0.0365
C 2.1246 -1.7584 -0.9513
C 2.2850 -0.9584 -2.2421
C 0.8905 -0.8273 -2.8348
O 0.4914 -1.6493 -3.6411
O 0.1732 0.1490 -2.3463
H 1.6911 -0.1933 0.3132
H 1.0019 -1.5702 0.8164
H 1.6810 -2.7308 -1.1788
H 3.1017 -1.9405 -0.4902
H 2.9408 -1.4858 -2.9331
H 2.7026 0.0262 -2.0195
C 3.6402 2.2732 0.4923
N 4.4823 3.0841 1.3786
C 3.5974 3.9988 2.1139
N 2.5800 3.2939 2.8879
C 1.7790 2.4730 1.9734
N 2.6240 1.5222 1.2248
C 3.2960 0.6611 2.2116
N 4.1250 1.4323 3.1399
C 5.1040 2.1866 2.3579
C 3.2490 2.3924 3.8249
H 4.2760 1.5734 -0.0579
H 3.1466 2.9310 -0.2269
H 3.1038 4.6589 1.3970
H 4.2046 4.6084 2.7881
H 1.2649 3.1230 1.2617
H 1.0273 1.9206 2.5368
H 3.9292 -0.0589 1.6837
H 2.5329 0.1122 2.7681
H 5.7561 1.4855 1.8306
H 5.7160 2.7832 3.0390
H 3.8501 2.9811 4.5227
H 2.4908 1.8415 4.3832
O -0.5139 0.3764 3.6582
S -0.7329 -0.4894 2.5206
O -2.0994 -0.9866 2.3888
O -0.4893 0.3998 1.2522
O 0.2534 -1.5797 2.4322
*
```

E ... -3453.95203 Eh
E_HOMO (alpha / beta) ... -6.27 / -6.27 eV
⟨S²⟩ ... 2.0127
Frontier orbital gap (alpha / beta) ... 8.8 / 8.8 eV
LUMO (alpha / beta) ... 2.5 / 2.5 eV


What did the third record say?
DFT (ωB97M-V/def2-TZVPD) results for a molecular structure, C23H30N5O8PSV.

ORCA input file:
```
! wB97M-V def2-TZVPD RIJCOSX def2/J DEFGRID3
* xyz -1 3
V -0.6733 -0.0539 -0.5473
O -4.5903 0.6490 -1.2969
C -3.5463 0.1277 -0.9825
O -2.3700 0.7088 -1.0554
C -3.5080 -1.3018 -0.4191
P -2.0252 -2.0594 -1.1632
C -2.5978 -2.3377 -2.8613
C -2.4856 -1.2975 -3.7788
C -3.0814 -1.4141 -5.0261
C -3.7748 -2.5652 -5.3667
C -3.8896 -3.6040 -4.4529
C -3.3150 -3.4847 -3.1970
C -1.6538 -3.6587 -0.4105
C -1.8808 -3.8546 0.9511
C -1.4610 -5.0324 1.5519
C -0.8058 -6.0065 0.8125
C -0.5511 -5.7987 -0.5360
C -0.9677 -4.6258 -1.1475
H -4.4296 -1.8358 -0.6467
H -3.3632 -1.2239 0.6630
H -1.9250 -0.4113 -3.5173
H -2.9986 -0.5992 -5.7333
H -4.2340 -2.6521 -6.3437
H -4.4312 -4.5044 -4.7141
H -3.4274 -4.2853 -2.4767
H -2.3303 -3.0731 1.5531
H -1.6326 -5.1742 2.6108
H -0.4745 -6.9198 1.2910
H -0.0214 -6.5465 -1.1128
H -0.7505 -4.4537 -2.1949
N 1.2333 -1.0425 -0.0365
C 2.1246 -1.7584 -0.9513
C 2.2850 -0.9584 -2.2421
C 0.8905 -0.8273 -2.8348
O 0.4914 -1.6493 -3.6411
O 0.1732 0.1490 -2.3463
H 1.6911 -0.1933 0.3132
H 1.0019 -1.5702 0.8164
H 1.6810 -2.7308 -1.1788
H 3.1017 -1.9405 -0.4902
H 2.9408 -1.4858 -2.9331
H 2.7026 0.0262 -2.0195
C 3.6402 2.2732 0.4923
N 4.4823 3.0841 1.3786
C 3.5974 3.9988 2.1139
N 2.5800 3.2939 2.8879
C 1.7790 2.4730 1.9734
N 2.6240 1.5222 1.2248
C 3.2960 0.6611 2.2116
N 4.1250 1.4323 3.1399
C 5.1040 2.1866 2.3579
C 3.2490 2.3924 3.8249
H 4.2760 1.5734 -0.0579
H 3.1466 2.9310 -0.2269
H 3.1038 4.6589 1.3970
H 4.2046 4.6084 2.7881
H 1.2649 3.1230 1.2617
H 1.0273 1.9206 2.5368
H 3.9292 -0.0589 1.6837
H 2.5329 0.1122 2.7681
H 5.7561 1.4855 1.8306
H 5.7160 2.7832 3.0390
H 3.8501 2.9811 4.5227
H 2.4908 1.8415 4.3832
O -0.5139 0.3764 3.6582
S -0.7329 -0.4894 2.5206
O -2.0994 -0.9866 2.3888
O -0.4893 0.3998 1.2522
O 0.2534 -1.5797 2.4322
*
```

E ... -3453.95203 Eh
E_HOMO (alpha / beta) ... -6.27 / -6.27 eV
⟨S²⟩ ... 2.0127
Frontier orbital gap (alpha / beta) ... 8.8 / 8.8 eV
LUMO (alpha / beta) ... 2.5 / 2.5 eV